Formula: C25H68O9
Source: the Open Molecules 2025 dataset
Level of theory: ωB97M-V/def2-TZVPD

XYZ file:
```
102
Properties=species:S:1:pos:R:3:forces:R:3
O -1.527474 -2.947875 -3.866438 1.41 0.24 1.08
O 1.138189 2.603823 1.700238 -0.01 0.75 0.33
O 2.731022 -1.028602 -0.942071 -0.20 -1.13 -0.48
O 0.856667 -4.116417 4.666961 -1.70 2.70 -1.40
O 0.744123 -0.155947 1.121050 0.90 -0.03 0.67
O -2.850650 -1.782682 -1.286417 0.53 0.80 -1.41
O 2.008673 1.057960 -5.082731 1.05 -0.72 1.00
O -1.285577 3.989634 1.272425 -0.09 0.12 -0.41
O -0.860103 -0.652702 3.278530 0.14 1.40 0.62
C 2.289926 3.470014 1.699813 -1.14 1.19 0.65
C 0.622174 -3.858386 2.291360 0.21 0.67 -0.02
C -0.079470 -4.349801 3.564048 2.21 -0.49 0.57
C -2.836638 -2.897596 -0.448012 1.79 -0.29 -0.66
C -3.045690 5.011975 -0.101036 -1.04 -0.62 2.02
C 0.556162 2.701272 -4.294517 0.74 -2.42 0.17
C -0.480706 -5.857716 3.514460 0.79 1.98 -1.87
C 3.112349 2.715651 -3.678842 -0.76 -0.44 1.15
C -3.360623 -4.098527 -1.176496 -0.37 -0.43 -0.18
C 1.819715 1.862205 -3.870890 0.01 1.27 -2.49
C -0.561355 -2.059983 -4.479915 -1.94 1.12 -1.43
C 3.363711 3.101504 2.690863 0.37 -1.14 -0.25
C -3.644140 -2.473219 0.673038 -1.13 0.72 2.29
C -1.637266 0.327076 4.096895 -0.20 -2.20 1.08
C 2.834492 3.589315 0.300126 -0.69 0.04 -1.26
C -0.315675 0.812017 -0.709669 -0.96 0.00 -1.40
C -0.238916 -0.410880 0.151656 -1.45 -0.39 -0.15
C -1.634522 4.534207 -0.001523 1.70 -0.46 -0.98
C -0.851263 0.874790 5.350896 -0.46 -0.63 -2.24
C 3.642371 -2.754098 0.512025 -0.05 -1.52 -1.72
C -2.192363 1.376387 3.166568 0.96 -0.25 0.53
C 0.608004 -1.966015 -3.611729 1.77 -1.03 1.62
C -1.296463 -0.694595 -4.705371 0.69 -0.93 0.94
C 2.732041 -2.478810 -0.718056 0.19 1.72 2.01
C -0.601472 5.638457 -0.413401 -1.23 0.48 -0.68
H -1.226352 -1.516018 3.438211 -0.04 -0.41 0.09
H -4.381210 -3.918674 -1.519193 -0.18 0.03 0.33
H -0.307004 -2.481775 -5.456461 0.20 -0.08 0.02
H -2.406622 -2.014982 -2.119813 -0.06 0.03 0.08
H 3.146405 2.620960 -0.091518 -0.10 -0.35 0.19
H 1.614961 -4.283203 2.133542 -0.15 -0.48 0.26
H -1.373440 -0.305263 -3.662979 -0.53 0.06 -0.81
H 1.152281 -4.908085 5.010420 0.85 -2.66 1.00
H 2.293544 -0.640703 -0.170047 0.03 -0.07 0.02
H 0.336628 -0.293776 1.985448 -0.15 -0.27 0.47
H 1.619244 1.215273 -3.048528 -0.05 -0.49 0.76
H 4.107723 3.905171 2.746943 -0.03 -0.35 -0.03
H 0.834520 -2.752918 2.220479 -0.70 -0.95 0.43
H -3.271462 -1.509735 1.050851 0.17 -0.33 0.12
H 1.730071 -2.793784 -0.364289 0.17 0.00 -0.72
H -1.238903 -0.558805 0.625230 0.77 -0.20 -0.20
H -3.748323 4.163413 -0.044590 0.27 0.19 -0.08
H -0.922077 -3.704099 3.746625 -0.61 0.04 0.24
H 3.313401 2.748457 -2.593209 -0.06 0.51 -0.36
H -0.007491 -4.154716 1.471810 -0.22 0.08 -0.77
H 0.033753 -1.339142 -0.395449 -0.25 0.57 0.07
H -2.290005 -0.943303 -5.150270 0.73 0.78 0.21
H 0.424731 -6.433261 3.321479 0.05 -0.10 0.04
H 4.692312 -2.554731 0.334618 0.09 0.66 0.00
H -3.213109 5.513642 -1.017442 -0.10 0.56 -0.96
H -0.185111 1.937990 -4.689990 0.54 1.17 0.88
H -2.384086 -0.349194 4.572583 -0.22 0.78 -0.49
H 3.017291 3.720171 -4.107760 0.02 -0.23 0.18
H -0.669240 0.020586 -5.268378 -0.54 -0.50 -0.05
H -0.912310 -6.158245 4.433321 -0.76 -0.38 0.70
H 0.180366 3.351764 -3.514451 -0.18 0.09 -0.03
H 0.925795 3.200756 -5.162243 -0.10 0.93 -0.53
H -0.784767 1.644086 -0.200666 -0.17 0.06 0.50
H 3.724584 4.208480 0.168859 -0.27 0.36 0.31
H -0.975318 0.652644 -1.626337 1.29 0.11 0.85
H -1.574168 3.682451 -0.748762 0.26 0.89 0.42
H 3.633150 -3.835957 0.605784 -0.09 -0.45 0.40
H -2.546876 2.165275 3.807993 -0.06 0.74 -0.16
H 3.823454 2.128913 2.390764 0.08 0.77 -0.04
H -3.595171 -3.219370 1.482569 -0.43 0.30 -0.14
H 3.266179 -2.350310 1.434046 -0.12 0.50 0.22
H -2.228892 -3.024849 -4.481415 -1.22 -0.24 -0.87
H -1.337507 1.681123 2.551526 -0.36 0.49 0.09
H 0.833345 -3.029054 -3.300358 0.17 1.11 -0.20
H 4.000428 2.237334 -4.093901 -0.18 -0.13 -0.24
H 0.451509 -1.386338 -2.683145 -0.23 -0.23 -0.38
H -0.417528 3.529281 1.180770 -0.60 0.27 0.26
H -0.829961 6.025086 -1.445064 -0.12 -0.13 0.96
H -3.326089 -4.994283 -0.560354 -0.07 -0.12 0.04
H -3.000316 1.077285 2.515577 -0.14 -0.46 -0.09
H -2.814539 -4.276978 -2.088547 0.57 -0.15 -0.21
H 1.505298 -1.516222 -4.074889 -0.57 -0.31 -0.07
H 0.364391 5.211953 -0.546192 0.91 -0.45 0.26
H 2.979096 2.889473 3.674501 -0.36 0.30 0.46
H 0.711805 1.127663 -0.875373 0.01 0.07 -0.82
H -1.780816 -3.072328 -0.071679 -0.76 -0.09 -0.43
H -0.596002 0.072219 6.021397 0.04 -0.31 0.22
H 3.024856 -3.001360 -1.637633 -0.02 0.33 0.34
H -3.341419 5.667039 0.737165 0.33 0.00 -0.32
H 2.837094 0.545640 -4.912589 -1.02 0.51 -0.42
H -0.517797 6.500676 0.296355 -0.33 -0.82 -0.47
H -4.666426 -2.220601 0.359582 0.05 -0.56 0.12
H 1.811871 4.460219 2.038862 0.82 -1.20 -0.61
H -1.118926 -5.952216 2.613359 -0.04 -0.39 0.78
H -1.500044 1.586401 5.830632 -0.10 0.35 0.32
H 2.006106 3.929573 -0.372578 0.86 -0.10 0.42
H 0.049204 1.337278 4.990932 0.50 0.49 0.06
H 1.284684 1.653616 1.639982 0.50 -0.27 -0.36
```
Positions in Å, forces in eV/Å.

M	512.81	g mol⁻¹
relative energy (zero: lowest compared OMol25 entry of this formula, charge and spin)	1.793	eV
SMILES string	CC(C)O.CC(C)O.CC(C)O.CC(C)O.CC(C)O.CC(C)O.CC(C)O.CCO.CCO
HOMO	-0.34983	Ha
orbital gap	10.13	eV
2S+1	1

Formula: C15H54N14O16
Source: the Open Molecules 2025 dataset
Level of theory: ωB97M-V/def2-TZVPD

XYZ file:
```
99
Properties=species:S:1:pos:R:3:forces:R:3
O -0.547913 -2.427700 -2.985897 0.25 -0.04 -0.18
O 3.701765 -2.058418 -1.728961 -0.78 -0.10 0.54
O 1.521057 1.737576 -5.163846 0.09 -0.08 -0.17
O 3.632747 0.197765 2.557611 -1.15 1.78 -1.26
O 3.611171 -4.511154 4.054162 -0.13 2.12 0.18
O -5.178770 3.126378 3.620824 -0.41 1.10 1.21
O -4.115236 2.044064 -3.591876 2.12 1.18 -0.46
O 1.317700 -1.233401 -0.735056 -0.03 0.49 -0.26
O -0.355270 0.104401 3.158903 0.71 -0.44 0.81
O -5.239559 -2.254965 -2.339047 1.13 0.16 -0.01
O -1.316368 -2.948722 2.236789 -1.16 -1.07 -2.41
O 1.366799 3.774513 0.591133 -1.72 1.00 -0.52
O 5.938064 -0.914626 -3.551687 0.16 0.85 -0.46
O -2.801766 1.321785 3.662231 0.06 -0.15 0.08
O 0.887664 -0.032634 -3.180417 0.11 0.79 -0.38
O -0.461612 0.835473 0.545796 0.95 -0.36 1.29
N 1.960332 1.793398 2.700145 1.31 -0.72 -0.91
N -3.241016 -2.802464 3.459408 0.47 -0.46 -1.98
N 4.972449 -2.636886 3.997649 -2.21 0.09 -0.26
N -0.416297 -1.957291 4.149397 1.73 3.86 2.34
N 0.432808 -0.063310 5.339012 -0.54 -0.81 -2.49
N -3.262420 -3.601286 1.229298 -0.30 0.80 1.79
N -1.916726 2.885322 -3.535364 -1.44 -0.15 -0.38
N 0.249823 5.629712 -0.260653 -0.82 -1.70 0.66
N -3.448397 -0.866576 -2.802416 -0.16 -2.70 0.70
N -3.142216 -3.140156 -2.027349 -0.75 2.05 -0.88
N 3.443776 1.814446 0.857665 -0.59 -1.53 2.18
N -0.944437 3.795279 0.675637 1.98 0.83 -0.16
N 2.728966 -2.546795 3.186002 1.42 -0.84 1.16
N -3.317328 3.212266 -5.401513 1.05 0.00 1.29
C -0.902805 -0.386149 -0.020452 -0.39 0.40 -0.08
C -0.064180 -0.605137 4.141076 -1.38 -1.11 1.17
C 0.291019 4.352817 0.341655 0.47 0.09 0.11
C -4.513048 2.544798 2.570655 0.21 -1.22 -1.20
C 5.736855 -0.878447 -2.133992 -0.24 -0.25 -1.19
C 4.270225 -0.770467 -1.792981 0.52 -0.66 0.17
C -2.537865 -3.080903 2.289920 -0.92 -1.06 0.07
C 1.584330 -0.498454 -4.319260 0.59 -0.76 -0.59
C 3.022535 1.172200 2.033083 0.74 0.39 0.73
C -3.180552 2.692253 -4.100084 -1.23 -0.92 -0.63
C 3.728817 -3.292265 3.820301 0.89 -1.00 -1.27
C -4.019579 1.168621 2.921956 0.92 -0.54 0.44
C -4.019767 -2.096324 -2.410327 -0.67 0.34 0.46
C 2.386988 0.613847 -4.926327 0.27 0.68 0.07
C 0.124445 -1.472173 0.021507 0.68 0.01 0.07
H -2.751456 3.976001 -5.712839 0.25 0.07 0.03
H -1.186104 3.334450 -4.044693 0.16 0.13 -0.21
H -4.023063 -0.058815 -2.984422 0.07 -0.07 -0.10
H -0.289166 -2.419756 -0.322532 -0.23 -0.04 0.15
H 2.812850 2.493782 0.478819 -0.02 0.27 -0.44
H -1.188125 -0.169412 -1.046547 -0.19 0.04 -0.17
H -1.750786 2.681440 -2.567828 -0.24 -0.10 0.12
H -4.067013 2.970192 -6.010159 -0.57 -0.31 0.32
H 5.800633 -1.778838 -3.935567 -0.14 -0.38 0.36
H -2.092559 0.712126 3.378124 -0.35 0.32 -0.05
H -0.392018 -2.661706 -3.910172 -0.05 0.02 0.24
H 3.810944 -0.176812 -2.593382 -0.10 0.24 0.36
H 1.245609 -0.510290 -1.396163 -0.29 -0.44 0.61
H -1.785594 -0.725346 0.531461 -0.09 -0.24 -0.20
H -0.940680 2.849961 1.032149 0.02 -0.15 -0.27
H 4.205103 -0.299069 -0.815779 -0.32 0.27 0.05
H 0.612544 0.859401 -3.459958 -0.27 -0.21 0.42
H 6.210965 0.044526 -1.803756 0.43 -0.22 0.11
H 0.218239 -1.893334 -2.715790 -0.30 -0.18 0.03
H 0.670738 0.905369 5.354234 -0.14 0.20 0.21
H 1.857808 -3.016588 3.045359 -0.11 -0.06 -0.03
H 1.333059 2.468015 2.300550 0.37 0.17 -0.42
H -0.778593 -2.371101 3.296662 0.04 -0.20 -0.41
H -4.231738 -2.904455 3.490775 -0.29 0.06 0.14
H -0.276512 -2.499684 4.967196 0.48 -0.35 0.57
H -0.107105 0.582447 1.458014 -0.61 0.54 -1.25
H 2.894233 0.329574 -5.847285 -0.06 -0.27 0.00
H -3.634568 3.095442 2.231692 0.00 0.36 -0.09
H 5.754969 -3.139725 4.347873 0.09 -0.44 0.09
H 4.153226 1.331487 0.335786 -0.24 0.15 -0.13
H 1.844575 1.570697 3.661692 -0.01 -0.45 0.18
H 1.044911 6.127534 -0.595011 0.62 -0.31 0.20
H -2.450057 -0.875874 -2.886361 0.17 0.48 -0.15
H -2.870561 -4.021797 0.416588 0.78 0.21 -0.06
H 2.963782 -2.004430 -1.068721 0.50 -0.17 -0.86
H -4.235743 -3.789600 1.371062 -0.21 0.03 -0.03
H -5.222558 2.443847 1.752371 -0.12 0.20 -0.16
H 0.420353 -0.613971 6.161465 0.24 -0.19 0.57
H 0.423899 -1.563972 1.064242 0.14 -0.30 0.04
H 1.505351 1.875986 -6.113706 -0.22 0.15 0.04
H 2.855224 -1.582291 2.921983 0.08 0.20 0.05
H -3.539435 -3.919752 -1.555057 -0.31 -0.24 -0.23
H -2.732650 -2.465873 4.248031 0.18 0.30 0.22
H -0.598339 6.154938 -0.228156 -0.30 0.06 0.01
H 2.277628 -1.301152 -4.047706 -0.15 0.02 0.34
H -2.157240 -3.030734 -2.160151 0.42 -0.15 0.06
H -4.749651 0.678651 3.580715 -0.08 -0.02 -0.30
H -4.534656 3.322471 4.311307 -0.10 -0.05 0.02
H 0.891865 -0.917232 -5.061204 -0.12 0.16 0.05
H 5.112351 -1.713298 3.625600 -0.08 0.04 0.03
H 6.178652 -1.799079 -1.758611 0.03 0.27 0.79
H 3.156715 0.948948 -4.226768 -0.05 -0.07 0.00
H -1.792275 4.169197 0.320434 -0.46 0.22 -0.19
H -3.845189 0.557249 2.029824 -0.10 0.07 -0.02
```
Positions in Å, forces in eV/Å.

M	686.68	g mol⁻¹
SMILES string	NC(N)=O.NC(N)=O.NC(N)=O.NC(N)=O.NC(N)=O.NC(N)=O.NC(N)=O.OCCO.OCCO.OCCO.OCCO.O
HOMO	-0.32895	Ha
orbital gap	8.86	eV
2S+1	1

Formula: C20H22N7OPS3Tc
Source: the Open Molecules 2025 dataset
Level of theory: ωB97M-V/def2-TZVPD

XYZ file:
```
55
Properties=species:S:1:pos:R:3:forces:R:3
Tc 0.788209 -1.260222 -0.136922 0.91 0.41 -0.97
S 3.155909 -1.076922 -0.144322 -0.58 0.37 -0.03
S 1.731109 -3.547922 -0.306822 -0.90 0.03 -0.05
S 4.663709 -3.645722 0.190278 -0.27 0.22 -0.11
P 0.225709 1.040078 0.014278 0.09 0.29 0.17
O -2.444291 -3.476522 -1.484722 1.70 1.39 -0.09
N -0.848591 3.183278 1.387378 -0.24 0.48 0.41
N 0.592109 -1.579222 1.885678 -0.38 -0.40 1.26
N -1.269791 -2.008922 -0.061122 0.29 -0.91 -0.75
N -2.898791 -0.153822 0.189478 -0.43 0.08 0.04
N 1.126209 3.660178 0.059078 0.34 0.50 -0.02
N -1.004891 3.289878 -1.028422 -0.25 0.47 -0.39
N 0.350609 -1.315122 -2.132022 -1.16 -1.05 0.31
C 1.603209 2.297978 -0.037422 -0.04 -0.54 -0.01
C -2.151491 -1.019322 0.079978 -0.65 1.05 0.25
C 1.358109 -1.085522 2.869678 0.15 0.08 -0.39
C 1.092809 -0.837122 -3.133022 0.60 0.45 -0.05
C -0.838191 1.878078 -1.281422 0.07 -0.59 0.02
C 3.263109 -2.826222 -0.090422 1.25 -0.25 0.21
C -0.667191 1.756378 1.501878 0.12 -0.57 -0.15
C -1.260591 -2.927822 1.097278 -0.23 -0.69 0.30
C 0.257809 4.006078 -1.054922 0.00 0.07 0.06
C -0.168091 -1.809122 4.552778 0.31 0.15 -0.35
C -0.740991 -2.103722 -2.452422 1.43 0.85 -2.23
C -0.255091 -1.898822 -4.802122 0.76 0.52 -0.22
C -1.669691 3.539678 0.240478 -0.04 0.03 0.00
C -0.939591 -2.371622 3.544678 0.10 -0.10 0.05
C 0.416009 3.893878 1.305878 -0.01 0.11 -0.01
C -1.552491 -2.644022 -1.425522 -2.07 -1.94 1.44
C 0.849209 -1.092322 -4.458222 -0.83 -0.59 -0.03
C -1.040091 -2.397622 -3.804122 -0.20 -0.01 1.15
C 1.022809 -1.180422 4.200378 -0.46 -0.36 0.30
C -0.517591 -2.278722 2.232578 0.24 0.37 -0.02
H 1.502009 -0.689722 -5.212722 0.10 0.08 -0.09
H 1.686709 -0.781222 4.948978 0.05 0.11 0.06
H -0.094091 1.536378 2.410878 -0.06 -0.06 -0.08
H -2.277691 -3.204422 1.390678 0.11 0.08 -0.05
H -1.854691 -2.897122 3.773778 -0.07 -0.02 0.00
H -1.898391 -3.020822 -3.997822 -0.08 -0.06 -0.06
H 0.776409 3.795978 -1.993022 -0.01 0.02 0.00
H 0.041809 5.076778 -1.002822 0.03 -0.03 -0.01
H 2.144309 2.170078 -0.982422 0.07 -0.05 0.14
H -1.893991 4.609478 0.299778 -0.03 -0.09 0.01
H -1.648891 1.277278 1.579078 0.23 0.03 0.10
H -0.732091 -3.836622 0.781578 -0.03 0.24 0.03
H -0.463791 -2.114722 -5.837022 -0.07 -0.05 -0.10
H 0.205109 4.963978 1.380578 0.05 -0.02 0.04
H 1.055809 3.594978 2.139478 -0.03 0.04 0.02
H -1.826591 1.407878 -1.294622 0.20 -0.02 -0.10
H 2.296909 2.090978 0.785478 0.02 -0.03 -0.14
H -0.482891 -1.861422 5.581578 -0.03 -0.05 0.14
H -0.367391 1.736878 -2.262422 -0.08 -0.04 0.07
H 2.268709 -0.602122 2.541478 -0.01 0.04 -0.02
H 1.934309 -0.231022 -2.818822 0.01 -0.09 -0.03
H -2.600791 2.969878 0.270578 0.00 0.06 0.03
```
Positions in Å, forces in eV/Å.

M	601.62	g mol⁻¹
⟨S²⟩	0.869
relative energy (zero: lowest compared OMol25 entry of this formula, charge and spin)	0.800	eV
HOMO (alpha / beta)	-0.26251 / -0.24636	Ha
orbital gap (alpha / beta)	5.54 / 4.81	eV
2S+1	2

Formula: C7H8NOS
Source: the Open Molecules 2025 dataset
Level of theory: ωB97M-V/def2-TZVPD

XYZ file:
```
18
Properties=species:S:1:pos:R:3:forces:R:3
S -2.726769 -0.977794 -0.031292 -0.13 1.01 0.23
O 1.340170 1.867466 -0.269807 -1.78 -0.48 0.92
N 2.510473 -0.371340 -0.000318 3.85 -4.92 0.57
C 0.237006 -1.397927 -0.263119 -1.42 0.09 0.78
C 0.520983 1.017544 0.080248 2.86 -0.37 -1.36
C 1.145154 -0.402219 0.475165 -2.04 -0.06 2.75
C -1.067446 -0.600702 -0.110647 -0.35 -0.29 -0.45
C -3.201003 0.766594 0.153687 2.66 -1.42 -1.06
C -2.075370 1.533534 0.028278 0.38 0.30 -0.05
C -0.879994 0.751823 -0.073693 -0.68 0.43 0.85
H 0.119429 -2.406320 0.172081 0.49 0.45 -0.22
H -4.232212 0.973054 0.104561 -0.89 0.43 0.24
H 2.485570 -1.074829 -0.773243 0.43 1.35 -0.11
H -1.898736 2.612721 -0.032137 -0.98 -0.29 0.28
H 0.984800 -0.625995 1.607936 0.87 0.73 -1.90
H 2.778894 0.542008 -0.253832 0.02 2.22 -1.08
H 3.449964 -0.764025 0.504115 -3.21 1.04 -0.27
H 0.509088 -1.443596 -1.317977 -0.07 -0.22 -0.13
```
Positions in Å, forces in eV/Å.

M	154.21	g mol⁻¹
relative energy (zero: lowest compared OMol25 entry of this formula, charge and spin)	0.819	eV
SMILES string	[NH3+][C@@H]1Cc2sccc2C1=O
HOMO	-0.48028	Ha
orbital gap	9.22	eV
charge	+1
2S+1	1